The following is a quantum chemistry calculation of a single C4H8N2O molecule, from OMol25.

As for the energy relative to the best compared isomer or geometry (same formula, charge and spin): 4.182 eV. Its HOMO energy is -8.6562 eV. For the frontier orbital gap, the calculation gives 0.350 hartree. As for the SMILES: CC(=C=N)CON.

Each line ends with the natural charge from an NBO analysis.
Element x y z (Å)
C (-0.4332, 1.2747, 1.4954)  -0.6001
C (-0.3600, 0.3078, 0.3447)  -0.2613
C (-0.9714, 0.5312, -0.7804)  0.4143
N (-1.3572, 0.8409, -1.8927)  -0.6409
C (0.4356, -0.9577, 0.5990)  -0.0612
O (0.5325, -1.8459, -0.4904)  -0.3937
N (1.3042, -1.3883, -1.5746)  -0.5092
H (-0.8901, 0.7948, 2.3608)  0.2120
H (0.5681, 1.6009, 1.7774)  0.2126
H (-1.0209, 2.1474, 1.2249)  0.2252
H (-2.2910, 0.6036, -2.2052)  0.3786
H (1.4432, -0.6743, 0.9545)  0.1633
H (-0.0493, -1.5486, 1.3839)  0.1978
H (2.2295, -1.1278, -1.2284)  0.3235
H (0.8601, -0.5587, -1.9690)  0.3391



The following is a quantum chemistry calculation of a single C4H8N2O molecule, from OMol25.

As for the energy relative to the best compared isomer or geometry (same formula, charge and spin): 5.524 eV. Its HOMO energy is -7.8429 eV. For the frontier orbital gap, the calculation gives 0.305 hartree.

Each line ends with the natural charge from an NBO analysis.
Element x y z (Å)
N (1.3174, -0.3106, -1.3731)  -0.8644
C (0.6997, -0.7698, 0.0198)  0.6818
O (0.7337, -1.9525, 0.2241)  -0.5752
C (0.6037, 0.3993, 1.0156)  -0.3253
N (-0.6477, 1.0712, 0.7286)  -0.4274
C (-1.7409, 0.0985, 0.7740)  -0.2858
C (-1.0928, 0.3688, -0.5260)  -0.4885
H (1.5045, -1.1398, -1.9380)  0.4227
H (2.1192, 0.3214, -1.3448)  0.4100
H (0.6559, 0.0007, 2.0343)  0.2167
H (1.4535, 1.0860, 0.8728)  0.1944
H (-1.5624, -0.8656, 1.2571)  0.1849
H (-2.7063, 0.5447, 1.0086)  0.1981
H (0.3523, 0.1229, -1.5768)  0.4676
H (-1.6899, 1.0248, -1.1760)  0.1904



The following is a quantum chemistry calculation of a single C4H8N2O molecule, from OMol25.

As for the energy relative to the best compared isomer or geometry (same formula, charge and spin): 4.726 eV. Its HOMO energy is -8.6216 eV. For the frontier orbital gap, the calculation gives 0.330 hartree.

Each line ends with the natural charge from an NBO analysis.
Element x y z (Å)
C (1.8763, -0.1675, 0.5018)  -0.8082
C (1.5231, -1.2126, -0.5100)  0.3308
O (0.2779, -1.7048, -0.3291)  -0.5369
C (-0.8027, -0.8644, -0.1018)  0.5520
N (-1.8439, -1.1685, 0.5360)  -0.6593
C (-0.6583, 0.4242, -0.8875)  -0.2948
N (-0.7898, 1.5828, -0.0250)  -0.8323
H (1.1073, 0.2786, 1.1471)  0.2159
H (2.5385, 0.6092, 0.1044)  0.2516
H (2.5244, -0.8183, 1.1136)  0.2736
H (0.3351, 0.4066, -1.3529)  0.1906
H (-1.7870, -2.0847, 0.9813)  0.3609
H (-1.3713, 0.3881, -1.7233)  0.2123
H (-1.2534, 2.3393, -0.5119)  0.3672
H (-1.3533, 1.3451, 0.7840)  0.3766



The following is a quantum chemistry calculation of a single C4H8N2O molecule at a distorted geometry, from OMol25.

As for the energy relative to the best compared isomer or geometry (same formula, charge and spin): 5.696 eV. Its HOMO energy (spin up / spin down) is -8.3749 / -8.8868 eV. For the frontier orbital gap (spin up / spin down), the calculation gives 0.297 / 0.334 hartree.

Each line ends with the natural charge from an NBO analysis.
Element x y z (Å)
C (0.0401, 0.9731, 0.2233)  -0.1851
C (1.2810, 1.0378, -0.2676)  -0.1442
C (-0.5716, -0.4039, 0.3545)  0.0435
C (-2.0165, -0.4551, -0.4034)  -0.6258
N (1.9270, -0.1520, -0.6000)  -0.0304
N (2.8691, -0.5181, 0.2699)  -0.5237
O (0.2288, -1.4027, -0.1532)  -0.5093
H (-0.5637, 1.8660, 0.4455)  0.2202
H (1.8082, 1.8974, -0.5717)  0.2276
H (-0.7264, -0.5210, 1.4022)  0.1612
H (-2.7698, 0.0394, 0.1939)  0.1946
H (-2.3125, -1.4973, -0.5833)  0.2206
H (-2.1422, 0.0318, -1.3402)  0.2072
H (2.7407, -0.1506, 1.1494)  0.3515
H (3.1770, -1.4646, 0.2027)  0.3920



The following is a quantum chemistry calculation of a single C4H8N2O molecule at a distorted geometry, from OMol25.

As for the energy relative to the best compared isomer or geometry (same formula, charge and spin): 2.396 eV. Its HOMO energy is -8.5949 eV. For the frontier orbital gap, the calculation gives 0.348 hartree. As for the SMILES: C[C@H]1NC(=O)[C@H]1N.

Each line ends with the natural charge from an NBO analysis.
Element x y z (Å)
C (1.6408, -0.4809, 0.3825)  -0.6570
C (0.2114, -0.8739, 0.1878)  0.0990
N (-0.8722, -0.1986, 1.4769)  -0.7113
C (-1.4834, 0.4821, 0.5160)  0.6734
O (-2.1886, 1.4526, 0.4282)  -0.6142
C (-0.6454, -0.1606, -0.7759)  -0.2137
N (-0.0685, 0.8036, -1.6717)  -0.8207
H (1.7450, 0.5956, 0.5090)  0.2200
H (2.2079, -0.7717, -0.5058)  0.2407
H (2.0692, -0.9815, 1.2481)  0.2290
H (0.0154, -1.9354, 0.3081)  0.2166
H (-1.0212, 0.0568, 2.4497)  0.3921
H (-1.3437, -0.8068, -1.3072)  0.2099
H (0.5462, 1.4459, -1.1836)  0.3556
H (-0.8128, 1.3728, -2.0620)  0.3806



The following is a quantum chemistry calculation of a molecular structure, C4H8N2O at a distorted geometry, from OMol25.

As for the energy relative to the best compared isomer or geometry (same formula, charge and spin): 6.309 eV. Its HOMO energy is -9.4328 eV. For the frontier orbital gap, the calculation gives 0.376 hartree.

Each line ends with the natural charge from an NBO analysis.
Element x y z (Å)
N (-1.4831, 0.3773, 0.9986)  -0.8335
C (-0.6449, -0.5492, 1.5197)  0.6596
O (-0.9393, -1.3405, 2.3965)  -0.6126
C (0.7820, -0.5200, 0.9770)  -0.3135
N (0.9643, 0.1156, -0.3130)  -0.3919
C (0.7921, -0.2516, -1.5816)  -0.0766
C (0.4389, 1.1749, -1.1401)  -0.3541
H (-2.4397, 0.3684, 1.3158)  0.4053
H (-1.2082, 0.9667, 0.2195)  0.4176
H (1.4132, -0.0068, 1.7135)  0.2311
H (1.1315, -1.5561, 0.9063)  0.2384
H (1.3783, -0.9028, -2.2139)  0.2296
H (-0.6284, -0.4931, -1.9275)  0.0019
H (1.1689, 2.0097, -1.1930)  0.2199
H (-0.7254, 0.6075, -1.6777)  0.1788



> Which value of energy relative to the best compared isomer or geometry (same formula, charge and spin) does entry 3 give?

4.726 eV